# 1
Here is 7 unconnected molecules or ions with the total composition C19H21F6NO20 from the Open Molecules 2025 dataset. Energies are from wB97M-V/def2-TZVPD.

Properties
HOMO-LUMO gap ... 10.6 eV
Molecular weight ... 697.352 g mol⁻¹
E_tot ... -2895.3036 Ha
SMILES string ... O=C1OC[C@@H](F)O1.O=C1OC[C@@H](F)O1.O=C1OC[C@@H](F)O1.O=C1OC[C@@H](F)O1.O=C1OC[C@@H](F)O1.O=C1OC[C@@H](F)O1.C[N+](=O)[O-]
HOMO ... -11.224 eV

Cartesian coordinates (Å):
C 6.475 -14.324 -5.617
N 6.279 -14.909 -6.963
O 5.375 -15.718 -7.002
O 7.023 -14.683 -7.891
H 6.652 -13.257 -5.742
H 7.330 -14.846 -5.193
H 5.626 -14.399 -4.946
C 9.419 -15.740 -12.155
C 9.320 -14.664 -11.147
O 9.677 -13.575 -11.990
C 9.050 -13.826 -13.234
O 8.721 -13.029 -14.035
O 8.852 -15.162 -13.332
F 10.190 -14.789 -10.114
H 8.735 -16.540 -11.869
H 10.447 -16.057 -12.319
H 8.348 -14.432 -10.702
C 10.034 -13.542 -6.211
C 11.103 -14.374 -6.889
O 11.419 -15.336 -5.869
C 10.604 -15.258 -4.825
O 10.613 -15.894 -3.824
O 9.631 -14.330 -5.075
F 12.163 -13.600 -7.174
H 9.172 -13.477 -6.874
H 10.379 -12.584 -5.832
H 10.754 -14.936 -7.751
C 12.634 -11.310 -11.577
C 12.734 -12.178 -12.860
O 13.616 -13.196 -12.412
C 13.536 -13.310 -11.055
O 14.027 -14.188 -10.419
O 12.874 -12.285 -10.567
F 13.302 -11.500 -13.874
H 11.755 -10.683 -11.473
H 13.541 -10.706 -11.489
H 11.749 -12.540 -13.155
C 7.746 -9.519 -14.747
C 7.332 -10.505 -13.703
O 6.546 -11.383 -14.500
C 5.913 -10.629 -15.438
O 4.948 -10.968 -16.025
O 6.580 -9.452 -15.561
F 6.463 -9.913 -12.822
H 8.579 -9.977 -15.290
H 8.074 -8.522 -14.470
H 8.114 -11.041 -13.181
C 4.222 -17.176 -10.462
C 5.495 -16.375 -10.253
O 4.951 -15.074 -10.232
C 3.733 -15.227 -9.538
O 3.067 -14.376 -9.075
O 3.452 -16.550 -9.467
F 6.277 -16.511 -11.380
H 4.331 -18.249 -10.278
H 3.977 -17.228 -11.528
H 6.108 -16.642 -9.391
C 11.078 -19.304 -11.233
C 12.408 -19.660 -10.585
O 13.253 -18.637 -11.078
C 12.751 -18.157 -12.252
O 13.327 -17.529 -13.065
O 11.426 -18.430 -12.279
F 12.793 -20.882 -11.087
H 10.400 -18.835 -10.515
H 10.556 -20.132 -11.711
H 12.455 -19.762 -9.507


# 2
Here is C19H21FN2O3S in the gas phase from the Open Molecules 2025 dataset. Energies are from wB97M-V/def2-TZVPD.

Properties
HOMO-LUMO gap ... 10.0 eV
Molecular weight ... 376.453 g mol⁻¹
E_tot ... -1569.9100 Ha
SMILES string ... Cc1ccc(C(=O)NCc2ccccc2F)cc1S(=O)(=O)N1CCCC1
HOMO ... -9.315 eV

Cartesian coordinates (Å):
C -3.720 2.910 -0.352
C -3.135 1.535 -0.406
C -1.880 1.216 0.092
C -1.380 -0.072 0.019
C -2.127 -1.090 -0.553
C -3.379 -0.781 -1.082
C -3.870 0.505 -1.000
H -4.846 0.732 -1.403
H -3.951 -1.566 -1.551
C -1.610 -2.487 -0.665
O -1.873 -3.213 -1.603
N -0.851 -2.883 0.382
H -0.673 -2.244 1.140
C -0.149 -4.145 0.383
C 1.310 -4.002 0.719
C 2.085 -2.948 0.248
C 3.427 -2.819 0.555
C 4.033 -3.774 1.351
C 3.290 -4.839 1.830
C 1.946 -4.945 1.520
H 1.371 -5.776 1.900
H 3.756 -5.588 2.452
H 5.080 -3.684 1.595
H 3.977 -1.977 0.164
F 1.527 -1.999 -0.538
H -0.272 -4.557 -0.626
H -0.616 -4.839 1.093
H -0.384 -0.234 0.399
S -0.687 2.329 0.849
O -0.110 1.644 1.970
O -1.229 3.641 1.093
N 0.457 2.330 -0.386
C 0.165 3.311 -1.413
H -0.912 3.457 -1.478
C 0.921 4.565 -0.969
H 1.110 5.254 -1.790
H 0.334 5.070 -0.202
C 2.208 3.991 -0.365
H 2.543 4.569 0.493
H 3.007 3.980 -1.107
C 1.835 2.547 0.031
H 1.896 2.366 1.104
H 2.466 1.816 -0.483
H 0.541 2.934 -2.369
H -3.109 3.572 0.252
H -4.725 2.871 0.065
H -3.799 3.318 -1.360


# 3
Here is a molecular structure, C19H21N5O2Tc from the Open Molecules 2025 dataset. Energies are from wB97M-V/def2-TZVPD.

Properties
HOMO-LUMO gap (alpha / beta) ... 7.8 / 6.2 eV
Expectation value of S² ... 3.80
Molecular weight ... 449.410 g mol⁻¹
Multiplicity ... 4
E_tot ... -1239.9668 Ha
Total charge ... +4
HOMO (alpha / beta) ... -21.433 / -22.546 eV

Cartesian coordinates (Å):
N -1.832 -0.937 0.576
C -2.944 -1.106 0.890
C -4.121 -1.618 1.548
H -3.930 -2.662 1.813
H -5.004 -1.585 0.907
H -4.337 -1.069 2.469
N -0.555 2.524 -1.848
C -0.647 3.507 -2.470
C -0.605 4.935 -2.658
H -1.524 5.221 -3.199
H 0.276 5.175 -3.283
H -0.552 5.423 -1.660
N 1.699 -1.012 -0.572
C 2.745 -1.455 -0.825
C 3.968 -2.208 -0.879
H 4.819 -1.600 -0.568
H 4.162 -2.592 -1.882
H 3.878 -3.060 -0.199
Tc -0.380 0.838 -1.008
C 1.218 1.537 -0.280
O 2.173 2.015 0.197
C -1.162 1.646 0.523
O -1.574 2.218 1.454
C -2.262 -0.473 -2.307
C -1.480 -1.580 -1.978
C -0.157 -1.652 -2.378
C 0.424 -0.625 -3.121
C -0.337 0.495 -3.461
C -1.698 0.569 -3.053
H -3.294 -0.392 -1.966
H -1.911 -2.421 -1.432
H 0.426 -2.537 -2.113
H 1.476 -0.658 -3.401
H 0.113 1.291 -4.048
H -2.314 1.418 -3.336
N 2.906 -0.150 1.919
C 1.814 -0.388 2.662
C 1.959 -1.083 3.901
C 0.862 -1.260 4.726
C -0.382 -0.803 4.267
C -0.419 -0.186 3.008
N 0.616 0.048 2.200
H 2.870 0.522 1.152
H 3.802 -0.383 2.313
H 2.979 -1.395 4.174
H 0.954 -1.724 5.716
H -1.317 -0.898 4.840
H -1.400 0.129 2.669


# 4
Here is C19H21N5O4 in the gas phase from the Open Molecules 2025 dataset. Energies are from wB97M-V/def2-TZVPD.

Properties
HOMO-LUMO gap ... 8.1 eV
Molecular weight ... 383.408 g mol⁻¹
E_tot ... -1311.4834 Ha
SMILES string ... Cn1c(=O)n(CC(=O)O)c(=O)c2c1nc1n2CCCN1CCc1ccccc1
HOMO ... -7.575 eV

Cartesian coordinates (Å):
C 1.074 2.454 -2.223
N 1.449 1.192 -1.625
C 0.499 0.290 -1.263
C 0.830 -0.934 -0.705
C 2.166 -1.322 -0.433
O 2.566 -2.361 0.063
N 3.068 -0.311 -0.816
C 2.774 0.924 -1.375
O 3.646 1.726 -1.644
C 4.456 -0.569 -0.495
C 4.714 -0.553 0.999
O 5.699 -0.996 1.520
O 3.736 0.046 1.685
H 3.943 0.028 2.633
H 5.059 0.217 -0.961
H 4.757 -1.546 -0.881
N -0.385 -1.546 -0.441
C -1.338 -0.668 -0.827
N -0.838 0.445 -1.357
N -2.660 -0.940 -0.705
C -3.561 0.187 -0.627
H -4.563 -0.159 -0.893
H -3.216 0.913 -1.364
C -3.586 0.852 0.767
C -2.207 1.312 1.146
C -1.352 0.479 1.856
C -0.035 0.840 2.083
C 0.438 2.056 1.622
C -0.419 2.913 0.953
C -1.729 2.541 0.711
H -2.386 3.203 0.167
H -0.060 3.872 0.608
H 1.469 2.330 1.781
H 0.626 0.167 2.609
H -1.715 -0.469 2.232
H -4.271 1.700 0.720
H -3.969 0.144 1.505
C -3.036 -2.172 -0.038
C -2.028 -3.275 -0.354
C -0.642 -2.844 0.118
H 0.139 -3.532 -0.213
H -0.601 -2.791 1.213
H -2.324 -4.201 0.138
H -2.007 -3.443 -1.432
H -4.030 -2.451 -0.400
H -3.097 -2.036 1.051
H 1.069 2.371 -3.311
H 0.077 2.706 -1.872
H 1.801 3.208 -1.928


# 5
Here is C19H21NO4 in the gas phase from the Open Molecules 2025 dataset. Energies are from wB97M-V/def2-TZVPD.

Properties
HOMO-LUMO gap ... 8.9 eV
Molecular weight ... 327.380 g mol⁻¹
E_tot ... -1092.3695 Ha
SMILES string ... CCOC(=O)c1ccc(NC(=O)CCOc2ccc(C)cc2)cc1
HOMO ... -8.368 eV

Cartesian coordinates (Å):
C -8.375 1.980 0.964
C -7.807 0.960 -0.006
H -7.937 1.281 -1.046
H -8.293 -0.015 0.110
O -6.412 0.814 0.260
C -5.741 -0.013 -0.555
O -6.266 -0.608 -1.466
C -4.305 -0.106 -0.213
C -3.752 0.593 0.858
C -2.409 0.473 1.139
C -1.588 -0.344 0.358
C -2.139 -1.044 -0.715
C -3.484 -0.921 -0.991
H -3.926 -1.458 -1.817
H -1.509 -1.675 -1.319
N -0.238 -0.420 0.702
C 0.770 -1.116 0.095
O 0.637 -1.801 -0.891
C 2.104 -0.915 0.798
H 2.426 0.120 0.651
C 3.169 -1.864 0.237
O 4.447 -1.602 0.766
C 5.156 -0.526 0.309
C 6.367 -0.288 0.960
C 7.172 0.763 0.580
C 6.801 1.613 -0.459
C 5.599 1.368 -1.101
C 4.777 0.315 -0.730
H 3.855 0.163 -1.270
H 5.286 2.009 -1.913
C 7.689 2.751 -0.863
H 7.899 3.393 -0.009
H 7.225 3.349 -1.643
H 8.640 2.374 -1.237
H 8.107 0.931 1.095
H 6.654 -0.949 1.762
H 3.167 -1.824 -0.857
H 2.941 -2.890 0.537
H 1.993 -1.083 1.871
H 0.016 0.129 1.513
H -1.982 1.016 1.971
H -4.382 1.225 1.464
H -7.875 2.936 0.836
H -9.437 2.106 0.779
H -8.229 1.645 1.987


# 6
Here is 3 unconnected molecules or ions with the total composition C19H21NO7S from the Open Molecules 2025 dataset. Energies are from wB97M-V/def2-TZVPD.

Properties
HOMO-LUMO gap ... 7.1 eV
Molecular weight ... 407.444 g mol⁻¹
E_tot ... -1716.1251 Ha
SMILES string ... [H]/N=C(/C)COC(=O)OCSCC.O=C1C=CC(=O)C=C1.O=C1C=CC(=O)C=C1
HOMO ... -8.922 eV

Cartesian coordinates (Å):
C -3.996 -1.073 0.500
C -3.148 -0.244 1.461
S -1.446 -0.870 1.449
C -0.444 0.600 1.902
O -1.266 1.580 2.523
C -0.766 2.828 2.620
O -1.110 3.591 3.509
O 0.143 3.162 1.659
C -0.269 4.275 0.856
C -1.592 4.118 0.154
C -1.892 2.879 -0.637
N -2.471 5.032 0.180
H -5.035 -0.929 0.765
H -3.748 -2.121 0.523
H -3.845 -0.695 -0.502
H -3.165 0.774 1.107
H -3.552 -0.268 2.461
H 0.019 0.972 1.003
H 0.315 0.245 2.587
H 0.504 4.386 0.104
H -0.254 5.172 1.463
H -2.956 2.713 -0.564
H -1.343 2.010 -0.310
H -1.682 3.083 -1.680
H -2.167 5.822 0.746
C 1.135 -4.378 -0.722
C -0.076 -3.878 -0.489
C -1.294 -4.574 -0.974
O -2.403 -4.130 -0.769
C -1.110 -5.842 -1.725
C 0.102 -6.339 -1.956
C 1.321 -5.645 -1.471
O 2.425 -6.098 -1.681
H 2.037 -3.886 -0.379
H -0.209 -2.951 0.059
H -2.013 -6.331 -2.067
H 0.258 -7.261 -2.501
C 3.263 1.800 -1.968
C 2.653 0.696 -1.547
C 3.093 -0.002 -0.313
O 2.532 -1.005 0.072
C 4.237 0.577 0.433
C 4.847 1.681 0.012
C 4.408 2.381 -1.222
O 4.960 3.388 -1.604
H 2.960 2.326 -2.865
H 1.816 0.256 -2.074
H 4.539 0.052 1.330
H 5.683 2.121 0.541


# 7
Here is C19H22N2O3S2 in the gas phase from the Open Molecules 2025 dataset. Energies are from wB97M-V/def2-TZVPD.

Properties
HOMO-LUMO gap ... 9.5 eV
Molecular weight ... 390.530 g mol⁻¹
E_tot ... -1868.8260 Ha
SMILES string ... O=C(C1CCN(S(=O)(=O)c2cccs2)CC1)N1CCc2ccccc2C1
HOMO ... -8.962 eV

Cartesian coordinates (Å):
O -2.228 -2.815 0.494
C -1.764 -1.770 0.071
N -2.544 -0.835 -0.514
C -2.171 0.476 -0.991
H -2.550 0.585 -2.015
C -2.819 1.537 -0.101
C -4.302 1.312 0.001
C -5.153 2.353 0.354
C -6.515 2.150 0.458
C -7.045 0.895 0.206
C -6.206 -0.145 -0.145
C -4.833 0.051 -0.247
C -3.962 -1.106 -0.652
H -4.180 -1.366 -1.699
H -4.184 -1.984 -0.039
H -6.613 -1.126 -0.343
H -8.109 0.729 0.283
H -7.165 2.969 0.732
H -4.735 3.331 0.546
H -2.383 1.485 0.902
H -2.613 2.532 -0.500
H -1.092 0.615 -1.009
C -0.275 -1.469 0.178
H 0.068 -0.967 -0.731
C -0.002 -0.580 1.401
C 1.504 -0.594 1.726
N 2.293 -1.035 0.597
S 2.407 0.112 -0.616
O 1.375 1.110 -0.531
O 2.614 -0.544 -1.872
C 3.919 0.896 -0.133
C 4.095 2.154 0.355
C 5.445 2.424 0.666
C 6.255 1.361 0.411
S 5.388 0.014 -0.218
H 7.315 1.291 0.553
H 5.791 3.362 1.060
H 3.282 2.847 0.470
C 2.023 -2.405 0.197
C 0.535 -2.758 0.328
H 0.317 -3.203 1.300
H 0.247 -3.477 -0.437
H 2.352 -2.486 -0.839
H 2.642 -3.065 0.815
H 1.852 0.406 1.990
H 1.724 -1.270 2.555
H -0.569 -0.958 2.254
H -0.319 0.440 1.193


# 8
Here is C19H22N2S in the gas phase from the Open Molecules 2025 dataset. Energies are from wB97M-V/def2-TZVPD.

Properties
HOMO-LUMO gap ... 8.2 eV
Molecular weight ... 310.466 g mol⁻¹
E_tot ... -1244.9096 Ha
SMILES string ... CCc1cccc2snc(NCC(C)(C)c3ccccc3)c12
HOMO ... -7.588 eV

Cartesian coordinates (Å):
N -1.690 0.860 2.366
S -3.107 0.696 3.227
C -1.610 -0.074 1.438
C 4.870 3.515 -0.477
C -5.215 -2.242 1.333
C 3.833 3.598 0.482
C 4.819 2.525 -1.450
C -4.965 -1.163 2.202
C -4.235 -2.698 0.398
C 2.790 2.671 0.582
C 3.793 1.555 -1.347
C -3.729 -0.563 2.183
C -2.748 -0.970 1.281
C -2.999 -2.041 0.321
C 2.761 1.599 -0.352
N -0.466 -0.121 0.686
C -2.084 -1.663 -2.003
C 2.398 -0.792 0.120
C 1.048 0.294 -1.643
C -2.037 -2.512 -0.723
C 0.627 0.846 0.828
C 1.710 0.501 -0.275
H 5.661 4.281 -0.558
H -6.147 -2.773 1.432
H 3.876 4.399 1.195
H 5.557 2.495 -2.231
H -5.701 -0.814 2.884
H -4.473 -3.549 -0.217
H 2.017 2.745 1.351
H 3.865 0.745 -2.050
H -0.450 -0.796 -0.070
H -3.078 -1.733 -2.424
H -1.371 -2.061 -2.727
H -1.895 -0.623 -1.755
H 3.044 -1.174 -0.656
H 3.014 -0.621 1.011
H 1.677 -1.578 0.330
H 0.462 -0.617 -1.604
H 1.763 0.191 -2.450
H 0.373 1.109 -1.870
H -1.057 -2.464 -0.287
H -2.238 -3.566 -0.974
H 1.072 0.721 1.831
H 0.263 1.863 0.660